Record 1
{
  "formula": "C11H18O",
  "method": "wB97M-V/def2-TZVPD",
  "s_squared": 0.76,
  "e_lumo_ev": [3.490, 3.471],
  "multiplicity": 2,
  "de_lowest_kcal_mol": 59.1,
  "total_charge": -1,
  "homo_lumo_gap_ev": [2.7, 6.7],
  "species": ["C", "C", "C", "C", "C", "C", "C", "O", "H", "H", "H", "H", "H", "H", "H", "H", "C", "C", "C", "C", "H", "H", "H", "H", "H", "H", "H", "H", "H", "H"],
  "positions_angstrom": [[-0.612, 3.271, -1.114], [-2.935, 0.306, -0.782], [-2.093, 1.258, -1.339], [-2.604, -0.171, 0.532], [-1.245, 2.033, -0.490], [-1.593, 0.466, 1.304], [-0.972, 1.623, 0.747], [-3.081, -1.359, 0.946], [-3.760, 0.079, -1.220], [-2.319, 1.750, -2.351], [-3.811, -1.665, 0.455], [-1.492, -0.114, 2.149], [0.377, 3.498, -0.596], [-1.171, 4.096, -0.720], [-0.172, 1.978, 1.383], [-0.436, 3.138, -2.251], [1.895, -1.256, 0.578], [1.512, -0.536, -0.835], [1.123, -2.645, 0.603], [3.390, -1.253, 0.806], [1.605, -0.543, 1.291], [0.479, -0.441, -0.664], [0.962, -3.033, -0.488], [1.609, -3.398, 1.022], [0.098, -2.545, 1.057], [4.082, -0.761, 0.121], [3.525, -0.699, 1.726], [1.865, -1.241, -1.658], [1.918, 0.459, -0.995], [3.858, -2.295, 0.784]],
  "forces_ev_per_a": [[1.90, -0.94, 0.46], [4.12, -0.24, 4.47], [0.86, 3.44, -1.45], [1.62, 2.32, -2.21], [0.12, 0.01, -3.32], [-3.22, -1.67, -3.08], [0.91, -0.57, 2.99], [0.49, -0.74, 2.44], [-5.22, -1.98, -2.77], [0.15, -0.93, 1.43], [-1.13, -0.17, -1.22], [1.33, -0.39, 2.35], [-0.63, -0.60, -0.84], [-0.77, 0.90, -0.86], [0.22, 0.86, -0.26], [-0.60, 0.63, 1.87], [-0.03, 0.03, -3.50], [1.79, -2.15, 1.23], [-2.60, 3.70, -3.28], [1.60, -1.93, -0.05], [-1.51, 0.40, 1.14], [-1.71, 0.12, -0.97], [0.16, 0.97, 1.68], [2.40, -3.10, 2.41], [1.00, 0.04, -0.47], [-0.70, 0.45, -0.66], [0.70, -0.54, 0.61], [-0.87, 0.97, 0.81], [0.29, 0.02, 0.28], [-0.65, 1.07, 0.77]],
  "mulliken_charge": [-1.422, -1.001, -1.116, 0.583, 1.662, -0.812, -0.874, -0.528, 0.652, 0.066, 0.277, 0.431, 0.263, 0.384, 0.148, 0.329, 0.847, -1.258, -1.359, -1.308, 0.183, 0.170, 0.248, 0.608, 0.195, 0.296, 0.321, 0.400, 0.362, 0.253]
}

Record 2
{
  "formula": "C11H18O",
  "method": "wB97M-V/def2-TZVPD",
  "e_lumo_ev": 0.738,
  "smiles": "Cc1ccc(O)cc1.CC(C)C",
  "de_lowest_kcal_mol": 18.0,
  "homo_lumo_gap_ev": 9.1,
  "species": ["C", "C", "C", "C", "C", "O", "C", "C", "H", "H", "H", "H", "H", "H", "H", "H", "C", "C", "C", "C", "H", "H", "H", "H", "H", "H", "H", "H", "H", "H"],
  "positions_angstrom": [[2.259, 1.099, 2.915], [2.030, 0.987, 1.441], [1.464, 2.004, 0.662], [1.185, 1.866, -0.685], [1.546, 0.708, -1.359], [1.377, 0.359, -2.663], [2.388, -0.180, -0.656], [2.624, -0.040, 0.688], [2.317, 0.106, 3.361], [1.594, 1.742, 3.494], [3.227, 1.562, 3.123], [1.054, 2.820, 1.244], [0.708, 2.674, -1.229], [0.546, 0.679, -3.038], [3.070, -0.834, -1.181], [3.283, -0.746, 1.186], [-3.166, -1.057, -1.637], [-1.911, -0.886, -0.696], [-2.454, -0.139, 0.555], [-1.073, -2.111, -0.371], [-2.983, -1.929, -2.272], [-3.316, -0.174, -2.246], [-4.022, -1.256, -0.997], [-1.302, -0.190, -1.276], [-3.378, -0.586, 0.921], [-1.725, -0.117, 1.367], [-2.713, 0.860, 0.214], [-1.645, -2.822, 0.232], [-0.781, -2.563, -1.320], [-0.204, -1.836, 0.223]],
  "forces_ev_per_a": [[0.65, 0.14, 0.45], [0.51, 0.58, -1.31], [-0.82, -0.75, 1.75], [-0.41, -0.03, -1.07], [1.52, -0.77, 1.04], [-0.54, 0.43, -0.50], [0.47, 0.51, -0.16], [-0.39, 0.05, 0.84], [-0.23, 0.06, 0.12], [-0.51, -0.28, -0.39], [0.26, -0.10, -0.21], [0.05, 0.42, -0.40], [-0.17, -0.01, 0.06], [0.20, 0.19, 0.23], [-0.62, -0.48, -0.37], [-0.03, -0.02, -0.05], [1.37, -1.22, 0.80], [-1.33, 1.12, -0.05], [0.66, -0.24, -0.67], [-0.80, 0.07, -0.21], [-0.29, 0.17, -0.21], [-0.16, 0.11, -0.02], [-0.32, -0.03, -0.29], [0.48, 0.07, 0.36], [0.05, -0.25, 0.08], [-0.02, 0.25, -0.04], [0.02, 0.32, 0.36], [-0.04, -0.14, -0.17], [0.25, -0.28, 0.23], [0.18, 0.08, -0.17]],
  "mulliken_charge": [-1.622, 0.790, -0.484, -0.503, 0.439, -0.582, -0.455, -0.466, 0.360, 0.375, 0.347, 0.305, 0.377, 0.364, 0.377, 0.354, -1.351, 1.320, -1.370, -1.425, 0.365, 0.363, 0.314, -0.273, 0.380, 0.336, 0.351, 0.394, 0.366, 0.255]
}

Record 3
{
  "formula": "C11H19AlClINO4Tm",
  "method": "wB97M-V/def2-TZVPD",
  "s_squared": 2.01,
  "e_lumo_ev": [-8.933, -8.875],
  "multiplicity": 3,
  "total_charge": 2,
  "homo_lumo_gap_ev": [5.0, 5.1],
  "species": ["C", "C", "O", "C", "C", "O", "C", "Al", "C", "C", "O", "Cl", "C", "C", "C", "I", "O", "C", "N", "H", "H", "H", "H", "H", "H", "H", "H", "H", "H", "H", "H", "H", "H", "H", "H", "H", "H", "H", "Tm"],
  "positions_angstrom": [[4.676, -1.952, 0.558], [3.803, -0.794, 0.162], [3.804, -0.678, -1.254], [2.593, -0.395, -1.867], [2.017, 0.931, -1.435], [0.760, 1.090, -2.134], [-0.221, 1.783, -1.570], [-1.255, 0.528, -0.167], [-1.464, 1.593, 1.597], [-0.269, 2.033, 2.199], [0.687, 2.612, 1.956], [-0.294, 1.502, 4.289], [-3.058, 0.205, -0.892], [-3.539, -1.224, -0.786], [-4.999, -1.397, -1.235], [-3.329, -1.838, 1.268], [-0.219, -0.911, 0.159], [0.235, -1.023, 1.331], [0.715, -1.119, 2.380], [5.534, -2.000, -0.091], [4.137, -2.883, 0.481], [4.990, -1.842, 1.583], [4.196, 0.122, 0.586], [2.801, -0.959, 0.541], [1.857, -1.183, -1.733], [2.785, -0.319, -2.927], [2.662, 1.747, -1.732], [1.834, 0.996, -0.372], [0.093, 2.663, -1.008], [-0.983, 2.014, -2.300], [-2.034, 0.944, 2.239], [-2.043, 2.474, 1.353], [-3.763, 0.837, -0.368], [-3.103, 0.496, -1.936], [-2.927, -1.874, -1.386], [-5.595, -1.893, -0.490], [-5.048, -1.991, -2.132], [-5.450, -0.431, -1.399], [-0.586, 2.140, 6.530]],
  "forces_ev_per_a": [[-0.21, -0.04, -0.01], [0.10, -0.22, -0.05], [0.22, 0.11, -0.22], [0.06, -0.10, -0.17], [-0.11, 0.18, 0.03], [-0.04, -0.39, -0.05], [0.53, 0.66, -0.50], [-0.84, -0.87, 0.14], [-0.06, -0.54, 0.62], [0.44, 0.95, -2.91], [0.26, -0.12, 0.86], [0.19, -0.84, -0.15], [0.65, 0.09, -0.11], [-0.63, 0.08, -0.15], [0.29, 0.02, 0.38], [0.11, -0.17, 0.20], [-0.28, 0.78, -0.56], [0.60, -0.36, 0.40], [-0.20, 0.29, 0.21], [0.42, 0.03, -0.12], [-0.15, -0.36, -0.12], [0.23, 0.02, 0.37], [0.03, 0.42, 0.13], [-0.39, 0.06, 0.08], [-0.26, -0.25, 0.26], [0.12, -0.11, -0.39], [0.17, 0.32, -0.14], [-0.08, -0.02, 0.40], [0.14, 0.00, 0.49], [-0.41, -0.14, -0.16], [-0.30, -0.31, 0.08], [-0.16, 0.40, -0.20], [-0.20, 0.37, 0.21], [-0.08, 0.14, -0.39], [0.46, -0.41, 0.18], [-0.24, -0.27, 0.23], [-0.04, -0.08, -0.42], [-0.19, 0.33, -0.21], [-0.15, 0.37, 1.74]],
  "mulliken_charge": [-1.379, 0.426, -0.385, -0.537, -0.207, -0.257, -0.410, -0.100, -0.525, 0.290, -0.271, -0.379, -1.286, -0.170, -1.135, 0.022, -0.269, 0.764, -0.603, 0.348, 0.322, 0.379, 0.248, -0.193, 0.338, 0.370, 0.421, 0.162, 0.380, 0.493, 0.451, 0.593, 0.535, 0.536, 0.448, 0.379, 0.315, 0.358, 1.529]
}

Record 4
{
  "formula": "C11H19AuCl3GeN4O5S",
  "method": "wB97M-V/def2-TZVPD",
  "s_squared": 3.78,
  "e_lumo_ev": [-7.390, -10.378],
  "multiplicity": 4,
  "de_lowest_kcal_mol": 3.2,
  "total_charge": 2,
  "homo_lumo_gap_ev": [6.6, 6.1],
  "species": ["Au", "N", "C", "O", "C", "C", "H", "H", "H", "H", "H", "H", "C", "C", "S", "O", "O", "C", "C", "N", "C", "N", "C", "C", "N", "O", "O", "C", "H", "H", "H", "H", "H", "H", "H", "H", "H", "H", "H", "H", "H", "Cl", "Ge", "Cl", "Cl"],
  "positions_angstrom": [[-2.199, 1.732, 0.630], [-6.154, 2.786, 1.572], [-5.041, 2.210, 1.171], [-3.927, 2.716, 1.477], [-5.086, 0.928, 0.387], [-3.888, 0.806, -0.526], [-6.110, 3.619, 2.140], [-7.056, 2.397, 1.354], [-6.017, 0.845, -0.179], [-5.094, 0.120, 1.126], [-3.913, 1.443, -1.409], [-3.560, -0.208, -0.732], [4.090, -3.766, 0.519], [3.995, -2.846, -0.701], [2.347, -2.253, -0.883], [1.990, -1.502, 0.332], [1.468, -3.303, -1.287], [2.380, -1.079, -2.254], [2.702, 0.388, -1.955], [1.843, 0.911, -0.859], [0.532, 1.276, -1.006], [-0.081, 1.373, 0.203], [0.808, 1.055, 1.125], [2.034, 0.737, 0.456], [3.289, 0.455, 1.162], [3.158, 0.373, 2.357], [4.297, 0.355, 0.504], [-0.115, 1.526, -2.298], [5.051, -4.271, 0.496], [3.308, -4.523, 0.501], [4.019, -3.199, 1.444], [4.216, -3.374, -1.630], [4.649, -1.975, -0.614], [1.391, -1.200, -2.700], [3.098, -1.459, -2.982], [2.511, 1.008, -2.826], [3.731, 0.531, -1.656], [0.641, 1.043, 2.196], [0.431, 2.289, -2.861], [-1.137, 1.858, -2.139], [-0.126, 0.615, -2.905], [-1.419, -1.419, 1.924], [-2.230, 0.288, 2.989], [-4.061, -0.210, 3.920], [-0.766, 0.903, 4.418]],
  "forces_ev_per_a": [[-0.01, -0.06, 0.40], [0.05, -0.05, 0.01], [0.09, 0.03, 0.03], [-0.15, 0.08, -0.14], [0.02, 0.04, -0.03], [-0.07, -0.04, -0.09], [-0.01, 0.02, 0.01], [-0.04, 0.00, -0.01], [-0.02, -0.01, -0.02], [0.00, -0.01, 0.01], [0.00, -0.01, 0.05], [-0.03, 0.03, -0.01], [-0.09, 0.08, -0.03], [0.22, -0.12, 0.08], [-0.11, -0.05, -0.10], [-0.14, 0.04, -0.07], [0.02, 0.04, 0.03], [-0.05, 0.14, -0.08], [-0.12, -0.08, 0.15], [-0.05, -0.04, -0.14], [-0.04, 0.02, 0.00], [-0.08, 0.10, -0.29], [0.41, -0.10, 0.17], [-0.05, -0.31, 0.36], [0.04, 0.31, 0.18], [0.05, -0.01, -0.21], [-0.06, -0.01, 0.00], [0.03, 0.01, -0.07], [0.07, -0.01, 0.00], [0.02, -0.02, -0.02], [-0.02, 0.00, 0.00], [-0.03, -0.01, -0.01], [-0.01, 0.01, 0.01], [-0.02, 0.00, 0.04], [0.00, 0.00, 0.03], [0.00, -0.03, -0.08], [0.11, 0.04, 0.06], [-0.01, 0.00, -0.08], [-0.01, -0.01, 0.02], [0.00, 0.00, -0.01], [-0.02, 0.02, 0.00], [-0.01, -0.08, 0.11], [0.19, 0.10, -0.43], [-0.14, -0.05, 0.06], [0.06, 0.01, 0.08]],
  "mulliken_charge": [0.676, -0.358, 0.749, -0.664, -0.458, -1.346, 0.265, 0.217, 0.428, 0.286, 0.584, 0.507, -1.221, -0.459, 1.201, -0.556, -0.651, -0.756, -0.957, 0.200, 0.867, -0.518, -0.136, 0.339, 1.158, -0.539, -0.575, -1.368, 0.394, 0.367, 0.335, 0.436, 0.346, 0.300, 0.612, 0.434, 0.462, 0.422, 0.416, 0.248, 0.308, -0.219, 0.716, -0.226, -0.267]
}

For each record above, in turn, the calculated E values are -505.033110 -505.151987 -2871.100010 -5016.477163 Ha.